# C14H29Cl6N7O12

A molecular structure, C14H29Cl6N7O12 at a distorted geometry (ωB97M-V/def2-TZVPD, OMol25).

```
68
Properties=species:S:1:pos:R:3:forces:R:3
N -3.220572 0.420724 -1.846240 -0.65 0.31 -0.08
C -3.417232 1.239144 -2.889500 1.81 -0.18 -0.72
C -2.334232 1.776684 -3.646950 -0.53 -0.76 1.85
C -1.006022 1.469514 -3.237930 -4.78 -1.02 -1.97
C -0.845742 0.676154 -2.116340 -2.51 2.48 -0.31
C -1.971952 0.205774 -1.455860 0.53 0.50 -0.25
H -4.435902 1.384874 -3.217350 -0.16 0.14 0.13
H -2.590602 2.456834 -4.445750 0.31 -0.09 -0.25
H -0.193492 1.875814 -3.821980 -1.15 -2.15 -0.82
H 0.169338 0.544164 -1.771980 -2.83 1.24 -0.98
H -1.805342 -0.426286 -0.596130 -0.70 0.66 -0.26
C 1.529208 3.509624 -1.025280 0.07 0.95 0.79
N 1.352918 2.584064 -2.155300 -0.14 -1.05 -2.41
O 2.010498 1.522364 -2.221650 -3.97 5.63 -2.04
O 0.503188 2.861544 -3.048850 5.26 4.06 3.34
H 0.736248 3.329934 -0.299300 -0.09 1.32 -0.93
H 1.537688 4.547864 -1.357070 0.17 -0.32 -0.27
H 2.395948 3.199344 -0.441700 0.28 0.34 -0.58
C -0.417142 -3.370986 2.147120 0.37 1.52 0.45
N 1.030298 -3.075586 1.872860 0.62 -1.02 -0.89
O 1.773208 -4.028426 2.011620 -0.04 0.95 0.09
O 1.337968 -1.981926 1.374410 1.21 -3.63 1.44
H -0.880852 -2.390286 2.040810 0.63 -1.21 0.13
H -0.556432 -3.683946 3.181890 0.36 -0.44 -0.22
H -0.758142 -4.069746 1.383200 0.21 0.07 0.42
C -0.165102 -0.246496 1.102430 -0.98 -1.42 -1.89
N 0.475008 0.457084 -0.047460 -0.16 -2.14 4.48
O 0.559628 1.663584 -0.045340 -1.03 -2.35 -0.69
O 0.968248 -0.291676 -0.907770 -2.96 3.00 9.36
H -0.482852 -1.219396 0.727450 1.86 2.09 0.87
H -1.122402 0.164594 1.422860 1.49 -0.77 -1.70
H 0.572678 -0.484006 1.868830 -0.57 1.19 -0.04
C 1.188048 -0.572446 -2.858620 3.59 -2.54 -3.86
N 2.217608 -0.284186 -3.843600 0.27 0.36 -2.33
O 1.874888 -0.351126 -5.013170 0.05 -0.15 -0.58
O 3.313578 0.137254 -3.505820 -0.17 -1.28 -0.26
H 0.326838 0.078304 -3.010090 1.99 -1.51 -1.50
H 1.735768 -0.353216 -1.942080 1.03 -1.08 -4.45
H 0.864728 -1.611226 -2.925660 0.26 -0.02 -0.34
C -3.971102 -1.864436 2.318000 1.05 0.43 0.23
N -2.564082 -1.373246 2.041960 -2.09 0.22 -1.86
O -1.957732 -0.783756 2.889360 -0.28 -0.34 1.76
O -2.097402 -1.557596 0.931200 -4.30 -1.09 1.21
H -3.919572 -1.946816 3.403660 -0.71 -0.49 -0.18
H -4.106752 -2.752816 1.701160 0.01 -0.07 0.44
H -4.674552 -1.094076 2.002080 0.22 0.11 0.04
C 1.986468 1.847724 2.342630 0.08 0.94 0.46
N 3.410588 1.811224 2.058870 1.69 -0.17 -0.19
O 3.946238 0.718684 2.118280 -0.36 2.70 2.40
O 4.007548 2.826654 1.731080 -0.86 0.11 0.26
H 1.649218 0.915254 2.795280 0.69 0.22 -0.04
H 1.414118 2.036634 1.434430 1.03 0.20 0.56
H 1.875808 2.699994 3.013050 -0.31 -0.08 0.01
C -0.606962 1.321234 4.011290 -0.03 0.45 0.82
Cl -0.669912 1.638304 2.318380 -1.11 5.63 2.87
Cl -1.941922 2.228064 4.707470 -0.49 -0.10 0.90
H -0.712602 0.250354 4.184960 -0.03 0.34 0.14
H 0.303438 1.706754 4.470230 -0.04 -0.10 -0.25
C -1.937262 -2.910816 -1.359920 0.10 0.00 -0.06
Cl -2.451682 -4.273776 -0.300820 -0.12 0.19 -0.76
Cl -0.450272 -2.108016 -0.749400 -1.01 -5.34 -4.17
H -1.801232 -3.249396 -2.387040 0.32 -0.35 0.34
H -2.734872 -2.168796 -1.396190 0.09 -0.07 0.39
C 3.043838 -0.364996 0.043390 0.82 -0.43 0.58
Cl 4.252288 -1.174986 1.033450 0.57 -2.80 -1.98
Cl 3.593008 1.090944 -0.746630 3.65 -1.12 2.54
H 2.659698 -1.071566 -0.692340 0.91 -0.15 0.30
H 2.186138 -0.060996 0.643420 1.58 -0.51 0.54
```
Forces are in eV/Å.

Results
charge: 0
LUMO energy: -1.63 eV



# C2H6NO3

2 unconnected molecules or ions with the total composition C2H6NO3 at a distorted geometry (ωB97M-V/def2-TZVPD, OMol25).

```
12
Properties=species:S:1:pos:R:3:forces:R:3
O 0.848930 -0.328353 -2.058430 -0.09 0.34 -0.17
C 0.241253 -0.159233 -0.984089 1.02 -1.39 0.27
O -0.949047 0.090407 -0.786154 -1.77 0.75 0.33
C 1.130220 -0.377119 0.263988 0.51 1.35 2.36
N 0.788307 -1.306128 1.506257 -2.01 3.63 -1.66
H 1.381607 0.644807 0.695691 -0.53 -1.01 -0.34
H 2.041746 -0.696253 -0.147518 1.36 -0.82 -0.22
H -0.232470 -0.994660 1.663190 1.80 -0.73 0.02
H 0.655439 -2.142762 1.013244 -0.28 -1.95 -0.51
H -1.515278 1.102172 1.895015 0.13 -0.67 0.73
H -1.430476 1.510782 0.481188 -0.35 0.12 0.48
O -1.730828 1.855060 1.366583 0.20 0.38 -1.30
```
Forces are in eV/Å.

Results
charge: -1
LUMO energy: 4.25 eV



# C15H25N5O2

C15H25N5O2 in the gas phase at a distorted geometry (ωB97M-V/def2-TZVPD, OMol25).

```
47
Properties=species:S:1:pos:R:3:forces:R:3
C -4.267290 1.364173 -2.347087 0.24 -0.05 -0.08
C -2.770799 1.141277 -2.168928 -0.18 -0.06 0.30
C -2.448798 -0.021567 -1.226351 -0.15 0.05 -0.24
C -2.814644 -1.381854 -1.818669 -0.01 0.22 0.26
N -1.031765 0.036187 -0.902577 0.24 0.09 -0.29
C -0.580188 -0.494428 0.256762 0.51 -0.15 0.35
N -1.359265 -0.794262 1.291205 -0.43 -0.06 0.19
C -0.508328 -1.212587 2.252112 1.16 0.19 -0.76
C 0.805142 -1.176488 1.808784 -0.64 -0.11 0.51
C 1.897288 -1.584512 2.622234 -0.33 0.05 -0.12
O 3.084319 -1.617866 2.354585 0.29 0.01 -0.05
N 1.428493 -1.984604 3.878912 0.37 -0.10 0.21
C 0.139656 -2.038721 4.371170 -0.02 -0.01 0.03
O -0.092529 -2.422955 5.496426 -0.01 -0.11 0.32
N -0.848992 -1.631230 3.502427 -0.05 -0.01 0.00
C -2.234783 -1.649255 3.911813 -0.27 -0.03 0.15
N 0.736261 -0.716725 0.500212 -0.52 -0.14 0.06
C 1.864765 -0.433286 -0.348255 0.28 0.40 -0.28
C 2.168343 1.066808 -0.385007 0.29 -0.26 -0.09
C 3.368917 1.414437 -1.270902 -0.23 0.21 0.00
C 3.057822 1.205751 -2.751776 0.16 -0.11 0.25
C 3.783285 2.864396 -1.027447 0.06 -0.30 0.01
H -4.735203 0.514665 -2.836784 -0.13 -0.06 -0.05
H -4.443422 2.245785 -2.958489 -0.10 0.05 -0.04
H -4.745727 1.513951 -1.382443 -0.11 0.03 0.10
H -2.310489 0.954668 -3.142619 0.11 0.02 -0.04
H -2.322179 2.046274 -1.754310 0.07 -0.02 -0.03
H -2.973684 0.110595 -0.276404 0.00 0.05 -0.13
H -2.308020 -1.535065 -2.770510 0.05 -0.01 -0.12
H -3.885645 -1.454126 -1.978446 -0.15 -0.07 -0.06
H -2.518110 -2.169632 -1.130252 0.00 -0.11 0.03
H -0.405254 -0.033692 -1.692024 0.01 0.03 0.05
H 2.138501 -2.293285 4.533268 -0.15 0.05 -0.11
H -2.272961 -2.017208 4.935095 -0.02 0.05 -0.12
H -2.648316 -0.642603 3.854306 -0.04 -0.03 0.02
H -2.804967 -2.302444 3.251529 -0.03 0.02 0.04
H 1.658147 -0.817594 -1.352606 0.06 -0.05 0.07
H 2.719585 -0.971555 0.067040 -0.11 -0.01 -0.13
H 1.286292 1.611552 -0.731747 -0.03 0.08 0.02
H 2.377252 1.387768 0.637594 -0.07 0.01 0.06
H 4.202880 0.762462 -0.990876 0.01 -0.01 0.01
H 2.852934 0.161284 -2.972919 -0.05 -0.11 -0.12
H 2.195856 1.801920 -3.046255 -0.12 0.08 -0.06
H 3.905954 1.512964 -3.358856 0.06 0.01 -0.13
H 4.644038 3.122867 -1.639386 0.09 0.09 -0.06
H 2.968013 3.539665 -1.279325 -0.10 0.11 -0.03
H 4.047614 3.018096 0.015776 0.03 0.08 0.12
```
Forces are in eV/Å.

Results
charge: 0
LUMO energy: 0.55 eV



# C4H8NO3

2 unconnected molecules or ions with the total composition C4H8NO3 at a distorted geometry (ωB97M-V/def2-TZVPD, OMol25).

```
16
Properties=species:S:1:pos:R:3:forces:R:3
C -2.292798 -0.458909 -0.100821 1.89 0.66 -0.28
C -1.888657 -0.291570 1.404123 0.02 -0.78 -1.59
O -0.844433 -0.864238 1.770383 1.54 -0.37 -0.10
O -2.691278 0.300366 2.090626 -1.61 1.47 1.51
H -2.038691 0.488987 -0.713088 -0.69 -1.49 0.96
H -3.331951 -0.732059 -0.082800 -0.52 0.18 -0.46
H -1.670377 -1.298921 -0.461788 -0.43 0.38 -0.29
C 3.084866 0.135189 -1.922793 -1.55 6.97 2.05
C 1.725908 0.478272 -1.181892 1.17 -2.81 0.78
O 1.105863 1.465943 -1.450233 -0.72 0.56 -0.05
N 1.397115 -0.512951 -0.222052 1.36 1.00 -1.47
H 0.549338 -0.519299 0.347247 -0.21 0.17 0.40
H 2.148562 -1.167011 0.041857 -0.98 0.65 -0.33
H 3.059205 0.437166 -2.944721 -0.05 0.24 -0.61
H 3.329997 -0.781272 -1.781080 1.57 -6.14 0.59
H 3.836977 0.768602 -1.329176 -0.78 -0.70 -1.13
```
Forces are in eV/Å.

Results
charge: -1
LUMO energy: 3.38 eV



Energy above the lowest of the compared OMol25 structures with the same formula, charge and spin (computed, kJ/mol): 0.0; 88.4; 0.0; 127.7
E (computed, a.u.): -4596.7847; -360.3375; -1010.9341; -437.7568